This record from the Open Molecules 2025 dataset describes C22H49BrCsLiN2O13V as an isolated structure at a distorted geometry. The level of theory is ωB97M-V/def2-TZVPD.

Computed properties:
**Total charge**: +1
**Energy**: -5500.28307 a.u.
**Orbital gap**: 0.042 hartree

Geometry as XYZ:
```
90
Properties=species:S:1:pos:R:3:forces:R:3:mulliken_charge:R:1
C -1.46597 1.19584 4.88148 0.934 0.642 -1.403 -1.507
O -1.88542 0.02472 4.20489 -0.094 0.399 0.395 -0.348
C -1.34468 -1.18098 4.79979 0.201 -0.624 0.278 -0.487
C -1.91365 -2.44864 4.22367 -0.844 0.401 -0.630 -1.190
C -2.12866 -2.52398 2.70808 0.292 -0.196 -0.091 -0.353
C -1.00543 -3.29907 2.00687 -0.018 -0.078 0.338 -1.035
C 0.40299 -2.86442 2.36939 -0.201 0.538 0.059 -0.378
C 0.86868 -1.54528 1.74057 -0.059 -0.703 0.072 -0.890
C 0.43460 -1.38168 0.28897 0.618 0.868 0.065 -1.392
C -0.80898 -0.53015 0.02462 -0.400 -0.124 -0.245 0.036
C -1.88656 -1.27846 -0.78199 0.200 0.634 -0.274 -0.712
C -2.71848 -0.49201 -1.79720 -0.968 -0.668 -0.468 0.183
C -2.04757 -0.23574 -3.15056 -0.230 -0.448 0.540 -0.749
O -1.62929 1.13313 -3.11626 0.366 0.663 -0.093 -0.190
C -2.30378 1.82625 -2.20416 0.334 1.354 0.330 0.233
O -2.13242 3.02569 -1.99528 0.074 -1.948 0.019 -0.613
C -3.23941 0.89104 -1.43774 0.722 -0.030 -0.395 -1.256
H -0.75975 1.77586 4.29720 0.378 -0.087 -0.170 0.204
H -0.99581 0.96784 5.85064 -0.263 0.197 -0.068 0.666
H -2.37937 1.83373 4.99241 3.451 0.567 -1.434 0.575
H -1.58562 -1.19476 5.86843 0.091 0.206 0.165 0.729
H -0.26200 -1.22376 4.73853 0.274 0.422 -0.168 0.327
H -1.20626 -3.21670 4.50060 0.207 -0.456 0.533 0.202
H -2.84968 -2.67299 4.72894 -0.231 -0.042 0.081 0.429
H -3.04222 -3.08338 2.53826 -0.284 -0.067 -0.103 0.480
H -2.30332 -1.54706 2.26025 0.055 0.349 -0.006 -0.009
H -1.10557 -4.32746 2.33502 0.000 -0.297 0.038 0.507
H -1.15253 -3.33863 0.93361 -0.061 0.017 -0.260 0.611
H 0.44339 -2.78219 3.44997 0.311 -0.130 0.312 0.095
H 1.12103 -3.62942 2.11632 0.026 -0.338 -0.216 0.434
H 1.95124 -1.55218 1.73646 0.294 0.063 0.169 0.558
H 0.58526 -0.70839 2.37598 -0.251 0.385 -0.103 0.124
H 1.24810 -0.87294 -0.21821 0.219 0.001 -0.249 0.417
H 0.33792 -2.33604 -0.20637 -0.039 -0.378 0.047 0.482
H -1.20285 -0.14492 0.97697 -0.162 -0.105 0.255 0.406
H -0.46216 0.34124 -0.55747 0.605 -0.700 -0.587 0.257
H -2.56643 -1.81802 -0.13829 -0.002 -0.080 0.418 0.298
H -1.35322 -2.02343 -1.35779 0.018 -0.351 -0.103 0.494
H -3.56426 -1.13511 -2.01752 -0.218 -0.117 0.064 0.608
H -2.71286 -0.35121 -3.99468 -0.266 -0.017 -0.148 0.322
H -1.22879 -0.93179 -3.26958 0.583 0.365 -0.269 0.467
H -3.29331 1.10194 -0.37145 -0.294 0.166 0.196 0.566
H -4.21034 1.07915 -1.87850 -0.419 0.025 0.184 0.367
C -0.03150 2.68077 -5.90983 -0.125 0.156 0.410 -0.161
O 0.46687 3.34760 -4.74912 0.105 -0.142 -0.172 -0.500
H 0.78824 2.57791 -6.61205 -0.005 -0.010 -0.074 0.012
H -0.38367 1.67747 -5.65787 -0.020 -0.034 -0.127 0.121
H -0.83952 3.25461 -6.37076 0.027 -0.067 -0.090 0.268
H -0.25585 3.42763 -4.12353 -0.079 0.072 0.086 0.264
C 4.92754 -4.33578 -1.61467 -0.225 0.251 -0.115 -1.476
C 4.01200 -4.95260 -0.59135 0.298 -0.015 -0.187 0.518
C 3.63371 -6.38793 -0.85524 0.123 -0.245 0.527 -0.207
O 2.34809 -6.49163 -0.23652 0.011 0.050 -0.140 -0.360
C 1.79319 -5.26333 -0.24392 0.459 -0.092 -0.018 0.623
O 0.66038 -5.02768 0.02270 -0.479 0.148 -0.022 -0.445
O 2.70274 -4.32673 -0.59527 -0.019 0.037 0.120 -0.283
H 5.88322 -4.85746 -1.62645 0.003 -0.048 0.041 0.384
H 4.48295 -4.38567 -2.60906 0.009 -0.098 -0.012 0.349
H 5.10470 -3.28511 -1.38668 0.066 -0.017 0.061 0.377
H 4.42695 -4.83707 0.41340 -0.062 -0.033 0.029 0.246
H 4.39212 -7.13316 -0.36876 -1.064 0.799 -0.406 -0.066
H 3.53630 -6.63020 -1.91328 0.133 -0.083 -0.018 0.446
Li -1.32757 1.53030 -0.05260 -0.441 1.193 0.259 0.955
Br 5.76678 -8.41024 -0.57559 0.696 -0.548 0.033 -0.334
O 4.82303 2.96557 -6.79856 -1.176 -0.732 -0.467 -0.898
V 3.62027 1.83722 -7.12219 0.315 -0.314 0.288 1.580
O 2.37801 0.76081 -7.48811 0.885 1.060 0.218 -0.868
O 0.29675 -3.71798 5.61233 0.086 0.012 -0.063 -0.801
H 0.80529 -4.53540 5.71469 -0.087 0.216 -0.007 0.190
Cs -3.79638 1.02378 6.06473 -4.420 -1.670 2.815 1.075
C -1.86182 4.57702 10.28549 -0.157 -0.118 0.126 -0.467
O -2.73436 3.44509 10.24796 0.117 0.101 -0.235 -0.508
H -1.30877 4.59645 9.35018 0.007 -0.024 -0.026 0.172
H -2.42680 5.50639 10.38157 0.045 0.032 -0.018 0.255
H -1.15293 4.49842 11.11136 0.041 0.037 -0.024 0.250
H -3.22037 3.42868 11.07459 -0.069 -0.067 0.090 0.301
C -6.12867 5.28498 2.26153 -0.099 -0.166 0.069 -0.434
O -6.45652 4.22952 3.17103 0.283 0.046 -0.083 -0.500
H -5.61312 6.05486 2.82736 0.005 0.009 0.043 0.217
H -5.47041 4.93071 1.46308 0.001 0.056 -0.005 0.166
H -7.02914 5.71470 1.82093 0.022 0.051 -0.018 0.256
H -6.92020 3.55721 2.66836 -0.175 -0.053 0.012 0.297
C 6.35129 5.78418 -9.64928 -0.106 -0.024 -0.092 0.602
O 7.32699 6.11553 -9.00439 -0.009 0.005 -0.009 -0.619
N 5.36923 4.97455 -9.14165 0.150 0.076 0.117 -0.266
N 6.15656 6.19885 -10.94543 -0.003 -0.047 0.120 -0.380
H 4.56268 4.69804 -9.66537 -0.013 0.041 -0.071 0.126
H 5.47418 4.64212 -8.19576 -0.018 -0.089 -0.030 0.187
H 6.85784 6.79113 -11.34513 0.050 0.029 -0.006 0.216
H 5.36311 5.94023 -11.49772 -0.031 -0.020 -0.003 0.158
```
Forces are in eV/Å.

***

This record from the Open Molecules 2025 dataset describes C23H65N10O14V as an isolated structure at a distorted geometry. The level of theory is ωB97M-V/def2-TZVPD.

Computed properties:
**Total charge**: +2
**Energy**: -3459.39204 a.u.
**Orbital gap (alpha / beta)**: 0.077 / 0.122 hartree
**Multiplicity**: 3

Geometry as XYZ:
```
113
Properties=species:S:1:pos:R:3:forces:R:3:lowdin_spin:R:1
V -1.67139 3.49564 1.92880 3.077 -4.596 -3.420 2.031
N 0.29487 1.67593 -0.27569 -0.834 -1.396 -0.386 0.000
O 1.18995 2.14295 -0.95982 0.015 -0.447 0.240 -0.004
O -0.35642 2.44726 0.45563 -1.313 2.809 2.075 -0.009
O -0.09212 0.49225 -0.29505 0.864 0.429 -0.467 -0.002
C 7.38413 -4.03505 -0.64276 -0.860 0.876 0.621 0.000
O 6.17004 -3.24108 -0.46823 1.338 -1.559 1.401 0.000
C 5.85779 -2.47356 -1.57724 0.458 -0.041 0.120 0.000
C 4.80750 -1.50164 -1.18839 -1.306 0.041 1.411 0.000
N 3.65135 -2.27337 -0.69379 0.124 -0.171 -1.074 0.000
C 2.54713 -1.48146 -0.23082 -0.471 -0.806 0.093 0.000
C 1.45651 -2.39333 0.40247 1.009 1.125 0.320 0.000
O 1.96919 -3.07840 1.59047 -0.460 -0.079 -1.034 0.000
C 1.95057 -2.22259 2.73245 -0.005 -0.220 -1.370 0.000
H 7.48279 -4.58960 0.29043 0.008 -0.196 -0.304 0.000
H 8.25551 -3.38785 -0.74243 0.023 0.274 0.015 0.000
H 7.37375 -4.67517 -1.52494 -0.408 -0.167 0.051 0.000
H 5.42467 -3.19107 -2.27415 0.395 0.475 -1.064 0.000
H 6.78230 -1.94106 -1.80047 -0.068 0.056 -1.165 0.000
H 4.58445 -0.78627 -1.97997 -0.328 -0.277 -0.235 0.000
H 5.09277 -0.91348 -0.31616 0.862 0.476 -0.021 0.000
H 4.02073 -2.93315 -0.02420 -0.238 -0.013 0.295 0.000
H 2.13447 -1.02465 -1.13034 -0.327 0.303 0.304 0.000
H 2.84846 -0.69064 0.45614 0.110 0.452 0.320 0.000
H 1.11247 -2.97856 -0.45031 0.324 -1.234 0.678 0.000
H 0.56905 -1.83176 0.69428 -0.014 0.435 0.178 0.000
H 2.39284 -1.27674 2.41961 0.133 0.310 0.426 0.000
H 2.52622 -2.67213 3.54155 -0.103 -0.100 -0.168 0.000
H 0.91042 -2.05488 3.01183 -0.213 0.102 0.382 0.000
C -0.61520 4.52087 -2.52804 1.219 -1.038 0.538 0.000
O 0.02294 4.98703 -1.27290 -0.294 -0.940 -1.565 0.000
C -0.79562 5.89354 -0.59841 -0.715 -0.249 -1.161 0.000
C -0.28332 6.23252 0.77318 -0.737 -0.179 0.779 -0.005
N -0.11322 5.00861 1.67134 -0.358 0.251 -0.184 -0.045
C 0.55797 5.29258 2.95355 1.162 -0.013 0.921 0.001
C 2.05032 4.95998 2.84399 1.992 -0.125 -0.092 -0.001
O 2.29819 3.75412 2.08730 0.367 0.900 -0.302 0.000
C 3.74162 3.34699 1.90598 -2.015 -0.765 0.665 0.000
H -1.30648 3.68829 -2.39746 -0.096 -0.205 0.904 0.000
H 0.19953 4.07127 -3.09564 0.026 0.348 -0.069 0.000
H -1.20398 5.16966 -3.17650 0.527 1.113 0.496 0.000
H -1.77976 5.42584 -0.62742 -0.426 0.588 0.563 0.000
H -0.78938 6.77206 -1.24359 -0.485 0.667 0.525 0.000
H -0.96406 6.84705 1.36228 -0.192 0.396 -0.551 0.000
H 0.63149 6.80839 0.63317 0.447 -0.456 0.516 -0.003
H 0.64828 4.51513 1.22783 -0.020 -1.434 -0.936 0.000
H 0.22188 4.66363 3.77791 -0.613 -0.109 -0.272 0.000
H 0.46767 6.32362 3.29548 -0.228 0.082 -0.301 0.000
H 2.49625 4.92446 3.83796 -0.408 -0.644 0.557 0.000
H 2.69182 5.75889 2.47207 -0.490 0.398 -0.912 0.000
H 4.46272 3.98744 1.39810 -0.528 0.698 0.370 0.000
H 3.66966 2.46069 1.27559 -0.077 0.020 0.048 0.000
H 3.96596 3.04059 2.92769 1.026 0.200 -0.142 0.000
C -2.29067 -2.29158 -1.78656 0.631 0.310 0.797 0.000
O -3.38686 -2.57629 -0.96984 -1.728 2.040 -1.353 0.000
C -3.28725 -3.55384 -0.03815 -1.180 -2.197 0.565 0.000
C -4.73368 -4.01049 0.39491 -0.334 -0.090 -0.007 0.000
N -5.38133 -5.01522 -0.47327 1.605 -0.028 -0.647 0.000
C -4.70877 -6.30621 -0.22549 0.235 0.019 -0.182 0.000
C -4.77960 -7.40959 -1.30930 -0.794 0.009 3.145 0.000
O -3.65057 -7.48953 -2.10031 -1.417 0.947 -1.031 0.000
C -3.76305 -6.67269 -3.28005 2.202 -0.908 0.158 0.000
H -2.55627 -1.42616 -2.39368 -0.037 -0.376 -0.320 0.000
H -1.93449 -3.15623 -2.34658 -0.206 0.016 -0.262 0.000
H -1.48254 -1.96672 -1.13121 0.606 0.027 -0.071 0.000
H -2.73644 -3.20789 0.83650 0.243 -0.092 0.389 0.000
H -2.75275 -4.38720 -0.49412 0.144 -0.365 0.347 0.000
H -5.39214 -3.14609 0.48063 0.053 0.383 -0.403 0.000
H -4.71644 -4.37775 1.42104 0.515 -0.253 0.377 0.000
H -6.34439 -5.21795 -0.24628 -0.188 0.879 0.151 0.000
H -5.14394 -6.65538 0.71089 0.250 -0.624 0.224 0.000
H -3.64379 -6.13867 -0.06469 -0.024 -0.004 0.151 0.000
H -5.80222 -7.36521 -1.68399 0.198 0.069 -1.398 0.000
H -4.81031 -8.31736 -0.70671 0.245 -0.318 -0.095 0.000
H -3.56720 -5.61208 -3.12242 -0.655 0.208 0.445 0.000
H -4.64513 -6.87240 -3.88845 0.010 -0.011 0.184 0.000
H -2.83458 -7.01862 -3.73432 -0.322 0.167 -1.077 0.000
C -2.99326 0.28082 1.83086 1.000 1.019 -1.233 0.001
O -2.31678 1.31488 2.00668 0.375 3.083 1.745 0.009
N -2.69598 -0.46957 0.82669 0.780 -1.313 -1.887 0.001
N -4.00399 -0.10513 2.53287 -2.477 -0.172 2.200 0.000
H -1.79425 -0.29769 0.40544 0.019 0.037 -0.523 0.000
H -3.30685 -1.21657 0.52847 0.438 -0.251 -0.426 0.000
H -4.53839 -0.88071 2.16820 -0.136 0.052 0.696 0.000
H -4.25397 0.38201 3.38158 -0.293 -0.242 -0.310 0.000
C 0.35016 1.52205 3.93025 -1.039 -0.059 2.041 0.002
O -0.19509 2.39491 3.28146 -2.313 3.584 -2.628 0.012
N -0.29471 0.88375 4.89831 -1.762 -1.059 0.706 0.001
N 1.61401 1.28550 3.94560 2.859 -0.806 -0.771 0.001
H 0.14929 0.11337 5.37734 -0.439 0.165 0.133 0.000
H -1.29517 1.00953 4.95616 0.266 -0.321 0.081 0.000
H 1.84017 0.42064 4.41565 0.999 0.380 -0.303 0.000
H 2.24220 1.79755 3.34286 -0.015 -0.299 -0.095 0.000
C -3.79688 3.23297 -0.62693 -2.346 -1.500 -0.697 0.001
O -2.86154 3.60250 0.04521 3.438 2.011 4.208 0.010
N -5.04028 3.63984 -0.56614 -2.793 2.310 2.164 0.000
N -3.70778 2.28579 -1.49211 1.496 -1.906 -1.888 0.000
H -5.33917 4.08265 0.29100 0.015 0.362 -0.219 0.000
H -5.79702 3.13067 -0.99996 0.259 0.138 -0.114 0.000
H -4.57715 2.08164 -1.96395 0.989 -0.743 -0.675 0.000
H -2.77302 1.95713 -1.68782 -0.398 -0.540 -0.585 0.000
C 4.27433 2.96333 -2.79864 -1.282 0.750 -0.289 0.000
O 3.87835 3.17324 -1.47505 0.539 -0.214 2.663 0.000
H 5.33621 3.15613 -2.95141 -0.098 -0.313 0.186 0.000
H 3.91866 1.97014 -3.07280 0.467 0.071 -0.754 0.000
H 3.68122 3.76736 -3.23437 0.380 -0.338 -1.659 0.000
H 3.05575 2.70295 -1.32094 0.062 0.088 -0.075 0.000
C 1.54574 -0.49944 -3.56935 -0.137 -1.545 0.815 0.000
O 1.25630 0.79969 -3.36383 -1.202 3.808 -1.337 0.000
H 2.52308 -0.63622 -3.10655 0.183 -1.202 -0.542 0.000
H 0.76703 -1.11745 -3.12238 0.174 -0.613 0.513 0.000
H 1.45167 -0.75869 -4.62388 0.683 0.331 -0.108 0.000
H 1.09629 1.16130 -2.48905 0.374 -0.926 0.267 0.000
```
Forces are in eV/Å.